ORCA calculation (ωB97M-V/def2-TZVPD) on C29H24IOPY as an isolated structure.

CARTESIAN COORDINATES (ANGSTROEM)
Y  -0.0837  -1.2223  -0.5428
C  -4.4806  1.0689  5.1454
C  -4.8317  1.5682  3.9009
C  -4.0399  1.2963  2.7931
C  -2.8897  0.5255  2.9309
C  -2.5470  0.0140  4.1822
C  -3.3378  0.2911  5.2844
P  -1.8427  0.1020  1.5174
C  -2.2968  1.1914  0.1251
C  -2.1672  2.5800  0.1274
C  -2.3606  3.2975  -1.0406
C  -2.6653  2.6443  -2.2324
C  -2.7933  1.2662  -2.2548
C  -2.6127  0.5483  -1.0745
C  -0.1610  0.7103  1.8953
C  0.1331  1.6451  2.8858
C  1.4448  2.0637  3.0429
C  2.4415  1.5607  2.2127
C  2.1288  0.6371  1.2260
C  0.8187  0.1742  1.0376
H  -5.0969  1.2826  6.0083
H  -5.7224  2.1717  3.7878
H  -4.3219  1.6896  1.8242
H  -1.6546  -0.5901  4.3001
H  -3.0630  -0.1013  6.2544
H  -1.8980  3.0939  1.0422
H  -2.2620  4.3750  -1.0305
H  -2.8055  3.2162  -3.1398
H  -3.0472  0.7529  -3.1731
H  -2.7943  -0.5289  -1.0707
H  -0.6431  2.0357  3.5334
H  1.6926  2.7843  3.8117
H  3.4632  1.8951  2.3432
H  2.9278  0.2654  0.5903
I  2.0058  -3.4428  0.2069
C  3.4102  -2.4953  -1.0538
C  4.7070  -2.8943  -0.9179
C  5.6900  -2.3240  -1.7523
C  5.3349  -1.3919  -2.6822
C  3.9890  -0.9763  -2.8200
C  3.6277  -0.0070  -3.7922
C  2.3356  0.3975  -3.9261
C  1.3442  -0.1489  -3.0758
C  1.6154  -1.0899  -2.1063
C  2.9748  -1.5210  -1.9882
H  4.9897  -3.6388  -0.1863
H  6.7192  -2.6384  -1.6471
H  6.0818  -0.9530  -3.3320
H  4.4043  0.4030  -4.4262
H  2.0664  1.1342  -4.6719
H  0.3262  0.2271  -3.2162
C  -0.4640  -3.8730  -2.7737
O  -1.1180  -3.2042  -1.6613
H  -1.2050  -4.1399  -3.5240
H  0.0602  -4.7576  -2.4168
H  0.2533  -3.1689  -3.1839
H  -1.7806  -3.8012  -1.2962

As for the HOMO energy: -0.3978 Eh. The energy above the lowest of the compared OMol25 structures with the same formula, charge and spin comes out at 0.2892 eV. As for the net charge: +1.

These are the natural (NBO) partial charges, in e, on atoms 1 to 6: 1.872, -0.188, -0.198, -0.230, -0.263, -0.215



ORCA calculation (ωB97M-V/def2-TZVPD) on C29H24N5O2Ti as an isolated structure.

CARTESIAN COORDINATES (ANGSTROEM)
Ti  8.2560  9.6327  12.1736
O  11.7956  13.6226  18.1430
C  11.3382  12.2998  18.3141
O  11.5853  11.7635  19.3608
C  10.7458  11.6332  17.1127
C  10.2774  12.2646  15.9536
C  9.5135  11.5849  15.0137
C  9.3625  10.1741  15.0895
C  9.9741  9.4933  16.1398
C  10.5572  10.2109  17.1891
N  8.3784  9.5328  14.2380
C  7.6540  8.4835  14.7027
C  7.2219  7.5308  13.8010
C  6.8963  6.1882  14.1156
C  6.3911  5.3411  13.1722
C  6.3530  5.8293  11.8511
C  6.5985  7.1665  11.5626
N  7.0889  8.0072  12.5057
H  11.5584  13.9873  17.2393
H  10.4579  13.3652  15.8174
H  9.0180  12.1058  14.2082
H  9.9074  8.4013  16.1999
H  10.9837  9.6794  18.0526
H  7.5022  8.2711  15.7382
H  6.9637  5.8802  15.1540
H  6.1493  4.2783  13.3454
H  6.1446  5.1890  11.0124
H  6.3543  7.5920  10.5596
C  8.8285  8.5329  7.9012
C  8.3699  9.7299  7.3283
C  7.7879  10.6868  8.1210
C  7.6464  10.4565  9.4790
N  8.1583  9.3138  10.0708
C  8.7239  8.3408  9.2645
C  7.0127  11.4326  10.3869
C  6.0736  12.3782  9.9533
C  5.3196  13.1055  10.8702
C  5.5546  12.9884  12.2373
C  6.4542  12.0336  12.7185
C  7.1983  11.2116  11.8574
H  9.2417  7.7479  7.2728
H  8.5175  9.8965  6.2617
H  7.3202  11.5565  7.7245
H  9.0063  7.3657  9.7189
H  5.9977  12.5021  8.8596
H  4.5963  13.8460  10.5458
H  4.9627  13.6160  12.9162
H  6.6105  12.0246  13.7948
N  14.1347  9.2427  10.4526
C  12.8328  9.3473  10.9249
C  12.1944  8.1780  11.4001
C  11.0070  8.3141  12.0607
N  10.3396  9.5238  12.0951
C  10.9261  10.6316  11.5646
C  12.1810  10.5972  11.0444
H  14.5521  8.3560  10.5441
H  14.7166  10.0480  10.4505
H  12.5778  7.1592  11.1387
H  10.4631  7.5250  12.5966
H  10.3089  11.5502  11.6147
H  12.6877  11.5022  10.7050

As for the HOMO energy (spin up / spin down): -0.4815 / -0.5258 Eh. As for the spin multiplicity: 2. As for the net charge: +2.

These are the natural (NBO) partial charges, in e, on atoms 1 to 6: 1.784, -0.663, 0.762, -0.501, -0.142, -0.184



ORCA calculation (ωB97M-V/def2-TZVPD) on a 3-piece molecular cluster, C29H25BF6O2S overall.

CARTESIAN COORDINATES (ANGSTROEM)
C  2.3529  3.1080  3.8295
C  1.4993  2.2641  2.9540
C  0.1490  2.4472  2.7047
C  -0.4162  1.4199  1.8988
C  0.5069  0.4086  1.6110
B  -0.3560  -1.0856  6.3066
C  0.3410  -0.6232  0.6053
C  1.3329  -1.5999  0.4027
C  1.1150  -2.6550  -0.4783
C  2.2033  -3.6829  -0.6256
F  1.8122  -4.7908  -1.3120
F  3.3179  -3.1735  -1.2449
F  2.6176  -4.1296  0.6161
C  -0.0776  -2.7848  -1.1894
C  -1.0405  -1.8001  -1.0224
C  -2.3579  -1.8828  -1.7554
F  -3.3498  -2.4319  -0.9636
F  -2.8073  -0.6400  -2.1154
F  -2.2907  -2.6541  -2.8792
C  -0.8474  -0.7228  -0.1637
O  0.2396  -2.0506  7.0343
C  -0.0397  -1.6769  8.4559
C  -0.9093  -0.4265  8.3947
O  -1.0653  -0.1200  6.9478
S  2.1148  0.9203  2.0620
H  1.8208  4.0431  4.0317
H  2.5555  2.6219  4.7958
H  3.3041  3.3354  3.3363
H  -0.3980  3.3247  3.0781
H  -1.4502  1.3912  1.5801
H  2.2918  -1.5108  0.9079
H  -0.2375  -3.6171  -1.8778
H  -1.5948  0.0515  -0.1130
H  -0.5577  -2.5185  8.9089
H  0.9209  -1.4999  8.9438
H  -1.9028  -0.5717  8.8386
H  -0.4229  0.4302  8.8663
C  4.3043  -4.4413  3.2596
C  3.2585  -3.4265  3.6274
C  3.5935  -2.0805  3.8205
C  2.6036  -1.1472  4.1059
C  1.2367  -1.5335  4.1512
C  0.1360  -0.5843  4.1862
C  -1.2147  -0.9326  3.7419
C  -1.4756  -1.9391  2.7824
C  -2.7450  -2.0974  2.2330
C  -3.8018  -1.2653  2.6046
C  -3.5903  -0.3254  3.6178
C  -2.3183  -0.1458  4.1563
C  0.9701  -2.9204  4.2115
C  1.9380  -3.8413  3.8553
H  5.1002  -4.4584  4.0159
H  3.8420  -5.4311  3.2017
H  4.7641  -4.2264  2.2900
H  4.6428  -1.7741  3.7223
H  2.8834  -0.1170  4.3566
H  0.3545  0.4651  4.4658
H  -0.6467  -2.5576  2.4281
H  -2.9236  -2.8793  1.4937
H  -4.7834  -1.3521  2.1205
H  -4.4338  0.2549  3.9963
H  -2.1299  0.6450  4.8878
H  -0.0182  -3.2593  4.5356
H  1.6869  -4.9016  3.7655

As for the HOMO energy: -0.2556 Eh. The energy above the lowest of the compared OMol25 structures with the same formula, charge and spin comes out at 2.3554 eV. As for the net charge: 0.

These are the natural (NBO) partial charges, in e, on atoms 1 to 6: -0.643, -0.187, -0.272, -0.206, -0.239, 1.161



For each record above, in turn, the calculated F_max values are 0.68; 3.49; 5.78 eV/A.